1.
ORCA calculation (ωB97M-V/def2-TZVPD) on one molecule with the formula C5H7NO.

The SMILES is C=C[C@H]1CN1C=O. The total charge is 0. The LUMO energy comes out at 0.874 eV. As for the gap between HOMO and LUMO: 10.8 eV.

The geometry in XYZ format:
```
14
Properties=species:S:1:pos:R:3:mulliken_charge:R:1
C 2.91542 -0.01173 -0.14857 -0.642
C 1.80180 -0.67462 0.05559 -0.355
C 0.48256 -0.12996 0.48451 0.183
C 0.00282 1.30881 0.01180 -0.597
N -0.59337 -0.00253 -0.38650 -0.169
C -1.81991 -0.57689 -0.10971 0.111
O -2.90765 0.00063 -0.00411 -0.530
H 2.96220 1.06562 -0.03669 0.248
H 3.87316 -0.41880 -0.43142 0.263
H 1.71871 -1.77529 -0.07937 0.235
H 0.18725 -0.25507 1.62904 0.295
H -0.54051 1.87704 0.69926 0.337
H 0.67301 1.72194 -0.71100 0.296
H -1.75520 -1.69636 -0.09309 0.326
```

---

2.
ORCA calculation (ωB97M-V/def2-TZVPD) on a 2-piece molecular cluster, C3H3N4OS overall.

The total charge is -1. The LUMO energy comes out at 3.572 eV. As for the gap between HOMO and LUMO: 7.1 eV.

The geometry in XYZ format:
```
12
Properties=species:S:1:pos:R:3:mulliken_charge:R:1
C -1.08276 0.71046 0.43624 0.244
C 2.04438 -0.63975 -0.13719 0.770
C 2.24511 0.18989 -1.08510 -0.991
N -2.69713 -0.23276 -0.60950 -0.265
N -1.95310 0.87136 -0.55379 -0.363
N -1.42932 -0.43541 1.07256 0.199
N -2.43313 -1.01576 0.33134 -0.392
O 1.81209 -1.35810 0.67938 -0.312
S 0.07167 1.69428 1.12044 -0.538
H 1.47449 0.89120 -1.16955 0.235
H 2.96350 0.16976 -1.88470 0.257
H -1.01580 -0.84518 1.79986 0.156
```

---

3.
ORCA calculation (ωB97M-V/def2-TZVPD) on C5H6Br2N2O as an isolated structure.

The total charge is 0. The LUMO energy comes out at 0.022 eV. As for the gap between HOMO and LUMO: 9.2 eV.

The geometry in XYZ format:
```
16
Properties=species:S:1:pos:R:3:mulliken_charge:R:1
C 0.55710 -0.79656 -0.32824 0.499
C -0.27595 1.72330 -0.05864 0.499
C 1.15075 0.52327 -0.83487 0.017
C 1.19702 -2.10870 -0.69090 -1.246
C -1.99055 0.85188 1.37004 -1.004
N -0.46824 -0.57733 0.42869 -0.843
N -0.83952 0.67421 0.54864 0.695
O -0.47369 2.88487 -0.20630 -0.484
Br 1.49267 0.65921 -2.65110 -0.032
Br 2.76662 0.88322 0.31353 -0.084
H 1.18464 -2.25192 -1.82958 0.296
H 0.53979 -2.88920 -0.28688 0.351
H 2.25546 -2.23597 -0.49737 0.305
H -2.73525 1.43715 0.86217 0.345
H -2.59861 -0.00461 1.51168 0.377
H -1.76223 1.22716 2.34912 0.309
```

---

4.
ORCA calculation (ωB97M-V/def2-TZVPD) on a 2-piece molecular cluster, C5H16N2O overall.

The SMILES is C[C@@H](N)CN(C)C.O. The total charge is 0. The LUMO energy comes out at 0.867 eV. As for the gap between HOMO and LUMO: 9.2 eV.

The geometry in XYZ format:
```
24
Properties=species:S:1:pos:R:3:mulliken_charge:R:1
C 0.54363 1.71955 -1.43969 -1.494
C 0.47454 0.19623 -1.22081 0.422
N 1.80642 -0.40282 -1.42669 -0.529
C 0.06065 -0.13515 0.20340 -1.108
N -1.31567 0.25633 0.46772 0.194
C -2.29295 -0.70102 0.01972 -1.142
C -1.54924 0.81310 1.81794 -0.978
H -0.41791 2.18247 -1.69082 0.359
H 0.80339 2.25622 -0.54900 0.328
H 1.21059 1.92244 -2.27541 0.422
H -0.26955 -0.12782 -1.92963 0.364
H 2.55067 0.17433 -1.09178 0.227
H 1.90848 -0.85755 -2.31565 0.193
H 0.26121 -1.19754 0.40088 0.254
H 0.74070 0.37340 0.87985 0.483
H -3.15490 -0.19277 -0.40842 0.311
H -1.83489 -1.37890 -0.69434 0.377
H -2.65449 -1.38936 0.79837 0.400
H -2.37421 0.30183 2.30325 0.348
H -1.71768 1.88665 1.76302 0.238
H -0.68418 0.57693 2.43205 0.358
O 2.84423 -2.42646 1.29849 -0.674
H 2.34979 -1.97441 0.59940 0.333
H 2.71136 -1.87568 2.05815 0.313
```

---

5.
ORCA calculation (ωB97M-V/def2-TZVPD) on an isolated ion of composition C3H6NO2 and charge -1.

The SMILES is O=CNCC[O-]. The total charge is -1. The LUMO energy comes out at 3.889 eV. As for the gap between HOMO and LUMO: 6.7 eV.

The geometry in XYZ format:
```
12
Properties=species:S:1:pos:R:3:mulliken_charge:R:1
O -0.10482 -1.14094 2.88113 -0.605
C -0.63887 -0.89452 1.80869 -0.031
N -0.11364 -0.50920 0.61547 -0.207
C 0.85113 0.24000 -0.28760 -0.230
C 0.03456 0.86445 -1.48939 -0.477
O 0.19504 0.30629 -2.67993 -0.862
H -1.71755 -1.11202 1.77131 0.253
H -0.82058 -0.92206 0.01193 0.249
H 1.58679 -0.56105 -0.44300 0.251
H 1.38442 0.96090 0.34566 0.290
H 0.37860 1.92505 -1.40700 0.163
H -1.03508 0.84309 -1.12728 0.205
```

---

6.
ORCA calculation (ωB97M-V/def2-TZVPD) on a 11-piece molecular cluster, H22O11 overall.

The SMILES is O.O.O.O.O.O.O.O.O.O.O. The total charge is 0. The LUMO energy comes out at -0.105 eV. As for the gap between HOMO and LUMO: 9.8 eV.

The geometry in XYZ format:
```
33
Properties=species:S:1:pos:R:3:mulliken_charge:R:1
O -0.01601 -0.45979 -0.90573 -0.684
H 0.01357 0.23936 -0.24293 0.269
H 0.38151 -0.05919 -1.68707 0.335
O -2.58954 3.81085 1.86930 -0.685
H -2.72354 4.57923 2.43555 0.329
H -1.67094 3.56317 2.02362 0.353
O -0.05287 -2.35653 2.85064 -0.590
H 0.03506 -2.78012 1.98934 0.334
H -0.89085 -1.88358 2.79492 0.263
O 0.81966 -2.60305 0.29922 -0.606
H 0.76275 -1.72226 -0.08805 0.407
H 1.41218 -3.08123 -0.29175 0.281
O 3.79174 0.22317 -1.82135 -0.616
H 4.22314 1.01603 -1.48333 0.306
H 4.39046 -0.49168 -1.57741 0.316
O 1.15240 -3.36042 -5.20332 -0.625
H 1.52997 -4.12105 -5.65925 0.316
H 1.81845 -3.12585 -4.54732 0.311
O -4.55093 -0.37704 -0.41710 -0.614
H -3.87331 -0.08290 0.20201 0.298
H -5.34839 -0.44004 0.12057 0.317
O 1.09408 2.62664 3.05649 -0.593
H 1.82974 3.13531 2.69726 0.285
H 0.39020 2.74253 2.40832 0.312
O -0.97318 2.09672 3.35780 -0.530
H -1.86292 2.44284 3.22533 0.279
H -1.10245 1.32868 3.92560 0.248
O -0.55585 0.26423 -4.80098 -0.629
H -0.11702 -0.19913 -5.52328 0.319
H -0.17129 1.14780 -4.82124 0.314
O 1.64512 -0.22119 1.80177 -0.483
H 1.98467 0.62091 2.12512 0.274
H 0.87205 0.02237 1.28021 0.190
```

---

no.,F_max (eV Å⁻¹),DFT total energy (Eh)
1,4.1,-324.62577
2,6.1,-808.55907
3,4.6,-5526.81799
4,1.7,-384.81558
5,2.7,-323.10534
6,2.6,-840.75215